(1)
DFT (ωB97M-V/def2-TZVPD) results for C16H22B3F16I2O8P as an isolated structure.

Geometry as XYZ:
```
68
Properties=species:S:1:pos:R:3:forces:R:3:mulliken_charge:R:1
C -5.01939 6.07214 0.65721 0.08 -0.06 0.07 -0.734
C -5.63379 4.85465 -0.02690 0.11 0.00 -0.05 -0.417
C -4.59652 3.79855 -0.36167 -0.01 -0.10 -0.16 -0.409
O -3.97097 3.33246 0.83383 -0.11 0.25 0.15 -0.519
B -2.77539 3.78586 1.24085 0.22 0.06 -0.09 0.635
O -2.41484 3.67978 2.57693 -0.09 -0.76 -0.05 -0.123
B -1.08029 3.43153 2.79187 0.15 0.21 -0.16 0.173
C -0.52183 2.31569 3.74469 -0.02 0.37 0.39 -0.624
I -0.08225 0.68215 2.43519 -0.01 -0.05 -0.10 0.032
C -1.30014 1.89772 4.98408 0.21 0.05 -0.01 -0.275
C -1.41097 3.06482 5.95468 -0.02 -0.05 0.05 -1.310
I -3.24249 1.08528 4.58185 -0.08 -0.06 -0.01 0.080
O -0.17809 4.19606 2.06119 -0.23 0.10 0.03 -0.352
B -0.69203 4.86255 0.96678 0.20 -0.35 -0.03 0.642
P 0.17181 6.48309 0.26709 0.06 -0.03 0.04 0.037
O -1.20547 7.44061 0.22294 0.02 -0.11 -0.04 -0.514
O 0.82014 7.09193 1.64380 -0.06 0.15 -0.15 -0.456
O -1.82935 4.34315 0.37364 -0.26 0.49 0.17 -0.431
H -4.07520 6.35075 0.18048 -0.06 0.06 -0.06 -0.014
H -5.68202 6.93573 0.61989 0.00 -0.01 0.03 0.404
H -4.79844 5.86396 1.70564 -0.01 0.01 -0.01 0.208
H -6.11592 5.14864 -0.96286 -0.03 -0.02 0.02 0.369
H -6.39522 4.40687 0.61485 -0.05 0.03 -0.05 0.260
H -3.84614 4.19693 -1.05053 0.02 0.02 0.05 0.276
H -5.05897 2.93449 -0.83763 -0.02 -0.02 0.04 0.304
H 0.46363 2.64306 4.08636 0.02 -0.10 -0.03 0.455
H -0.77819 1.07231 5.46362 -0.05 -0.04 -0.01 0.555
H -2.00330 3.87970 5.53540 0.02 0.00 -0.01 0.319
H -0.40966 3.43472 6.19372 -0.02 0.04 -0.04 0.363
H -1.87913 2.74710 6.88510 -0.04 0.02 -0.02 0.417
H -1.88944 7.05385 -0.33779 0.03 0.04 0.01 0.288
H 0.15434 7.34772 2.29607 0.03 -0.14 0.03 0.309
C 4.49629 -3.93581 2.09213 0.04 -0.03 0.33 -0.713
C 5.22868 -4.01636 0.74647 0.00 -0.01 -0.07 0.881
C 5.70253 -2.70371 0.10733 0.02 -0.05 0.04 0.066
F 4.65527 -1.90756 -0.18480 -0.07 0.00 -0.01 -0.196
F 6.34735 -2.99294 -1.04320 0.00 0.00 -0.01 -0.268
F 4.50882 -4.72642 -0.14345 -0.01 0.00 0.00 -0.253
F 6.38278 -4.70644 1.00273 0.00 0.00 -0.01 -0.333
O 3.08430 -4.00935 2.04508 -0.01 -0.08 -0.47 -0.388
C 2.28868 -2.90753 1.94398 -0.06 0.01 0.22 0.664
C 1.39138 -2.97696 0.69691 0.03 -0.03 0.10 0.241
F 2.15234 -3.05184 -0.41447 0.03 0.01 -0.04 -0.255
F 0.65062 -1.84832 0.62705 -0.01 -0.02 -0.04 -0.183
F 2.98504 -1.75897 1.98036 0.03 -0.01 -0.06 -0.272
F 1.44976 -2.90331 3.00705 0.03 0.06 0.04 -0.307
H 4.79604 -4.84100 2.61733 -0.02 0.03 0.03 0.397
H 4.84521 -3.08070 2.67085 -0.02 0.06 -0.08 0.332
H 6.38643 -2.17519 0.77591 0.00 0.01 0.01 0.282
H 0.73309 -3.84505 0.75261 0.00 -0.01 -0.01 0.320
C 1.29884 -4.26198 -3.51210 0.38 0.11 0.22 -0.377
C 0.25821 -5.38307 -3.43422 -0.08 -0.02 0.01 0.887
C 0.34543 -6.51417 -4.46606 0.01 0.03 0.04 0.082
F 0.15592 -6.03502 -5.71215 -0.01 -0.04 0.01 -0.225
F -0.62705 -7.41507 -4.20575 0.00 -0.01 -0.02 -0.267
F -0.98783 -4.87496 -3.41642 0.00 0.00 0.02 -0.288
F 0.47942 -5.99882 -2.22777 -0.01 0.00 -0.02 -0.329
O 0.88983 -3.07060 -4.15130 -0.45 -0.12 -0.03 -0.401
C 1.05406 -2.86824 -5.48621 0.17 0.16 -0.06 0.821
C -0.28915 -2.60333 -6.18578 0.05 0.02 0.03 0.202
F -1.11654 -3.65301 -6.01899 0.00 0.02 -0.01 -0.219
F -0.06532 -2.43994 -7.50815 -0.01 0.01 -0.01 -0.265
F 1.72405 -3.87041 -6.08122 0.00 -0.02 -0.03 -0.300
F 1.79173 -1.74090 -5.64756 0.03 -0.06 -0.02 -0.301
H 1.46496 -3.96904 -2.47774 0.03 0.02 -0.02 0.052
H 2.24673 -4.63322 -3.90247 -0.07 -0.06 -0.09 0.428
H 1.31637 -7.01264 -4.40926 0.00 0.00 -0.02 0.291
H -0.74878 -1.70197 -5.77710 -0.02 -0.01 0.00 0.244
```
Forces are in eV/Å.

Values from the calculation:
energy: -3834.3461 Eh
HOMO-LUMO gap: 8.84 eV
highest occupied orbital energy: -8.60 eV
LUMO: 0.0090 Ha

---

(2)
DFT (ωB97M-V/def2-TZVPD) results for C25H27N3NiO3S2 as an isolated structure in a non-equilibrium geometry.

Geometry as XYZ:
```
61
Properties=species:S:1:pos:R:3:forces:R:3:mulliken_charge:R:1
Ni 0.05048 0.26199 0.06783 0.45 0.79 0.64 -0.508
S 0.36811 0.12466 2.36409 -0.15 0.10 -0.25 -0.470
C 1.91706 0.10423 1.66895 0.15 -0.04 0.44 0.689
N 1.96124 0.11084 0.36296 0.19 -0.33 -0.60 0.060
C 3.26173 0.09768 -0.13822 -0.26 -0.02 0.11 0.224
C 3.66534 0.08820 -1.47061 -0.01 0.01 -0.02 -0.457
C 5.01699 0.06370 -1.76644 -0.03 0.00 0.02 -0.869
C 5.97460 0.04988 -0.75198 -0.03 0.00 0.01 -0.435
C 5.58717 0.06032 0.57666 -0.04 0.01 0.02 -0.581
C 4.22986 0.08301 0.87214 0.12 0.00 0.06 0.736
S 3.46668 0.09056 2.44186 0.13 0.00 0.02 -0.229
H 2.93910 0.09932 -2.27169 0.04 -0.02 -0.03 0.304
H 5.33406 0.05469 -2.80112 -0.01 0.00 0.01 0.384
H 7.02638 0.02982 -1.00466 -0.02 0.01 0.01 0.382
H 6.32350 0.05167 1.36980 -0.01 0.00 -0.01 0.377
O -1.52379 -1.43277 -0.16795 -0.11 -0.51 -0.01 -0.387
C -2.86683 -0.94395 -0.07649 0.02 -0.04 0.12 3.375
C -2.77305 0.60313 -0.06668 0.26 0.35 0.16 -0.093
O -3.80143 1.23877 -0.21536 0.00 0.03 0.04 -0.697
O -1.60661 1.12829 0.13034 -0.66 -0.49 -0.23 -0.493
C -3.64947 -1.50758 -1.26605 -0.01 0.01 -0.04 -0.640
C -4.26404 -0.73444 -2.24385 -0.02 -0.04 0.00 -0.003
C -4.90094 -1.34215 -3.32372 0.03 0.04 0.02 -0.820
C -4.92922 -2.72054 -3.44216 0.03 -0.03 0.01 -0.436
C -4.33249 -3.50207 -2.45861 -0.01 0.02 0.00 -0.843
C -3.70842 -2.89766 -1.38169 0.00 0.01 0.03 -0.539
C -3.51251 -1.34818 1.24922 -0.03 0.00 -0.09 -0.290
C -4.89445 -1.23351 1.38948 -0.01 0.00 -0.01 -0.363
C -5.50745 -1.56924 2.58338 0.00 -0.01 0.01 -0.896
C -4.75181 -2.03037 3.65628 0.02 0.01 -0.02 -0.388
C -3.37841 -2.13932 3.52600 0.01 0.01 -0.08 -1.137
C -2.75860 -1.79211 2.32755 0.00 0.00 0.07 -0.189
H -1.45283 -2.25354 0.33282 -0.01 -0.02 -0.06 0.510
H -4.27778 0.34133 -2.14533 0.01 -0.01 -0.01 0.592
H -5.38087 -0.72383 -4.07269 0.02 -0.01 0.01 0.430
H -5.41689 -3.18773 -4.28832 -0.02 0.00 0.02 0.412
H -4.36376 -4.58234 -2.52655 0.00 0.01 0.00 0.407
H -3.27160 -3.51849 -0.60612 0.01 0.01 -0.03 0.323
H -5.48158 -0.86542 0.55794 0.00 -0.01 0.02 0.433
H -6.58146 -1.47225 2.67912 0.01 0.00 0.00 0.398
H -5.23315 -2.29429 4.58934 0.00 0.00 -0.01 0.398
H -2.77634 -2.48708 4.35576 0.00 0.02 0.00 0.414
H -1.67767 -1.83965 2.26980 -0.01 0.00 0.00 0.259
C 0.59394 1.62560 -4.53503 0.02 0.05 0.02 -1.817
C -0.76107 1.25183 -3.93559 -0.06 -0.08 0.08 1.842
C -1.80351 2.29378 -4.31767 -0.05 0.05 -0.01 -1.774
C -1.19331 -0.13204 -4.43094 -0.06 -0.01 0.02 -1.648
N -0.66258 1.33393 -2.46494 0.32 0.05 -0.44 -0.350
N 0.08752 0.27698 -1.86941 -0.29 0.24 -0.12 0.231
H 0.51026 1.75120 -5.61610 0.01 -0.05 0.02 0.433
H 1.34651 0.84978 -4.35883 -0.02 0.03 -0.01 0.351
H 0.94855 2.56194 -4.10095 -0.01 -0.02 -0.03 0.402
H -1.91628 2.33642 -5.40203 0.00 0.00 0.03 0.450
H -1.50722 3.27927 -3.95512 -0.01 -0.02 -0.01 0.401
H -2.77620 2.04722 -3.88238 0.03 0.00 -0.02 0.341
H -1.40143 -0.10011 -5.50177 0.02 -0.01 0.02 0.515
H -2.10064 -0.46511 -3.91985 0.01 0.00 -0.03 0.296
H -0.41291 -0.88286 -4.28040 -0.02 0.00 -0.02 0.356
H -1.56701 1.37959 -2.01863 -0.03 -0.01 0.15 0.230
H 1.03277 0.38518 -2.21161 0.08 -0.07 0.10 0.218
H -0.25083 -0.64620 -2.14756 -0.02 -0.03 -0.07 0.175
```
Forces are in eV/Å.

Values from the calculation:
energy: -3663.5797 Eh
HOMO-LUMO gap (alpha / beta): 8.48 / 8.47 eV
highest occupied orbital energy (alpha / beta): -8.20 / -8.20 eV
LUMO (alpha / beta): 0.0103 / 0.0098 Ha